This record from the Open Molecules 2025 dataset describes the molecule C3H4N4O. The level of theory is ωB97M-V/def2-TZVPD.

Geometry as ORCA input:
```
! wB97M-V def2-TZVPD RIJCOSX def2/J DEFGRID3
* xyz 0 1
H -0.8892 -1.9771 -1.1997
N 0.8325 -1.2012 -0.7433
H -1.7162 -1.0797 1.0456
H -0.8861 2.2062 -0.8030
C 1.5166 0.5223 0.4976
N -0.8778 -0.7469 0.7516
C -0.4612 -1.2561 -0.4844
H 2.2559 0.9949 1.0640
C -0.5973 1.2965 -0.4446
O 0.8958 1.3552 -0.3349
N -1.5796 0.6291 0.2516
N 1.5067 -0.7432 0.3994
*
```

- E_LUMO: 0.11 eV
- Energy above the lowest of the compared OMol25 structures with the same formula, charge and spin: 140.71 kcal per mole
- Total energy: -410.77905 a.u.
- SMILES: c1nncocn[nH]1
- E_HOMO: -9.6 eV
- Kohn-Sham gap: 9.722 eV

natural (NBO) atomic charge list, values in e, 2 entries:
1. H 0.21
2. N -0.24